{"formula": "C35H37F5OP2PtTe", "method": "ωB97M-V with the def2-TZVPD basis set", "e_homo_ev": [-5.4920, -7.4358], "s_squared": 2.011, "de_lowest_kj_mol": 137.6, "orbital_gap_ev": [3.442, 5.331], "multiplicity": 3, "total_energy_ha": -3000.27242, "elements": ["Pt", "C", "C", "C", "C", "C", "C", "C", "C", "C", "H", "H", "H", "H", "H", "H", "H", "H", "H", "H", "H", "H", "H", "H", "H", "P", "P", "C", "C", "C", "C", "C", "C", "C", "C", "C", "C", "C", "C", "C", "C", "C", "C", "C", "C", "C", "C", "C", "C", "C", "C", "C", "C", "H", "H", "H", "H", "H", "H", "H", "H", "H", "H", "H", "H", "H", "H", "H", "H", "H", "H", "H", "H", "H", "H", "F", "Te", "F", "F", "F", "F", "O"], "coordinates": [[0.7408, -0.8336, -6.6714], [-1.1684, -0.2043, -0.3645], [-1.4141, -0.4039, -1.7992], [-2.2408, 0.5299, -2.5490], [-1.5045, 1.7796, -3.1540], [-0.3156, 2.1928, -2.3579], [-0.3745, 2.3531, -1.0248], [-1.6501, 2.2969, -0.2192], [-2.0306, 0.8840, 0.2963], [1.4883, -0.5216, -4.7995], [-1.4194, -1.1751, 0.1016], [-1.2369, -1.4216, -2.1393], [-3.1002, 0.8657, -1.9473], [-2.7141, 0.0083, -3.3897], [-1.1965, 1.5344, -4.1779], [-2.2656, 2.5696, -3.2449], [0.5526, 2.4885, -2.9595], [0.5033, 2.6722, -0.4703], [-2.4985, 2.7333, -0.7747], [-1.5313, 2.9187, 0.6693], [-1.8842, 0.8298, 1.3799], [-3.0947, 0.6960, 0.0788], [1.1611, -1.2989, -4.0863], [1.0460, 0.4498, -4.5150], [2.5812, -0.4167, -4.8698], [-0.6560, -1.6786, -8.1686], [1.3631, 0.7358, -8.0544], [-1.1646, -0.0673, -8.8507], [-0.2497, 0.9481, -8.8876], [-0.6398, -2.9784, -9.4106], [-1.7432, -2.9119, -10.2846], [-1.9372, -3.8935, -11.2475], [-1.0420, -4.9607, -11.3535], [0.0576, -5.0324, -10.4879], [0.2599, -4.0531, -9.5122], [-1.9554, -2.1631, -6.9598], [-1.8333, -1.2799, -5.8840], [-1.9837, -1.7591, -4.5956], [-2.7921, -2.8825, -4.3659], [-3.1337, -3.6646, -5.4702], [-2.6242, -3.3838, -6.7553], [2.4948, 0.7798, -9.5310], [2.3226, -0.2046, -10.5266], [2.7007, 0.0571, -11.8488], [3.3246, 1.2701, -12.1656], [3.6479, 2.1889, -11.1576], [3.2830, 1.9087, -9.8375], [1.8610, 2.2854, -7.2086], [3.1013, 2.3792, -6.5467], [3.4784, 3.5816, -5.9325], [2.6238, 4.6828, -5.9841], [1.3836, 4.5906, -6.6240], [0.9987, 3.3861, -7.2231], [-2.1380, -0.0249, -9.3423], [-0.3505, 1.8315, -9.5325], [-2.4460, -2.0832, -10.1786], [-2.7996, -3.8207, -11.9171], [-1.2076, -5.7344, -12.1062], [0.7500, -5.8691, -10.5858], [1.1053, -4.1253, -8.8213], [-1.6084, -0.2162, -6.0469], [-1.4132, -1.2351, -3.8513], [-3.1153, -3.1109, -3.3567], [-3.7498, -4.5564, -5.3135], [-2.7571, -4.0647, -7.5867], [1.8595, -1.1571, -10.2631], [2.4975, -0.6819, -12.6367], [3.5733, 1.4981, -13.2035], [4.1705, 3.1244, -11.4041], [3.5906, 2.5945, -9.0446], [3.7757, 1.5197, -6.5395], [4.4500, 3.6608, -5.4377], [2.9257, 5.6300, -5.5338], [0.7228, 5.4558, -6.6842], [0.0393, 3.2994, -7.7419], [1.4469, -2.0653, 0.9360], [1.1676, -0.2828, 1.5206], [0.8166, 1.5084, 2.0616], [-0.4554, -0.8178, 2.3500], [1.9746, -0.6323, 3.2126], [2.7718, 0.2836, 0.6686], [0.2534, 0.0586, -0.1399]], "mulliken_charge": [0.782, 0.634, -1.056, -1.018, -0.250, -0.628, -0.219, -0.787, -1.175, -0.989, 0.709, 0.779, 0.478, 0.546, -0.190, 0.413, 0.491, 0.493, 0.336, 0.400, 0.404, 0.415, 0.366, -0.277, 0.398, 0.337, -0.347, -0.714, -0.638, 0.843, -0.511, -0.599, -0.448, -0.636, -0.121, 0.359, -1.195, -0.366, -0.188, -0.843, -0.382, 0.327, -0.362, -0.561, -0.380, -0.647, -0.378, 0.472, -0.144, -0.713, -0.437, -0.713, -0.346, 0.578, 0.701, 0.165, 0.377, 0.387, 0.389, 0.450, 0.951, -0.415, 0.466, 0.331, 0.500, 0.447, 0.377, 0.358, 0.377, 0.323, 0.439, 0.421, 0.381, 0.399, 0.376, -0.379, 1.895, -0.401, -0.412, -0.374, -0.385, -0.444]}